C33H36N7O2Se2Ta as an isolated structure, computed with ωB97M-V/def2-TZVPD.

Cartesian coordinates (Å):
Ta 0.294 -0.671 0.352
C -1.368 0.724 -2.268
N -1.647 0.566 -0.800
C -2.009 1.914 -0.253
C -2.837 -0.302 -0.689
C -4.100 0.023 -1.160
C -5.119 -0.915 -1.060
C -4.882 -2.174 -0.517
C -3.620 -2.511 -0.056
C -2.619 -1.551 -0.144
N -1.289 -1.726 0.269
C -0.761 -2.896 0.874
C -1.263 -3.463 2.057
C -0.692 -4.622 2.528
C 0.391 -5.199 1.852
C 0.923 -4.623 0.711
C 0.333 -3.469 0.204
N 0.832 -2.684 -0.903
C -0.035 -2.769 -2.131
C 2.177 -3.143 -1.354
H -2.285 0.989 -2.793
H -1.005 -0.216 -2.683
H -0.652 1.523 -2.439
H -2.933 2.258 -0.710
H -1.245 2.646 -0.494
H -2.159 1.855 0.823
H -4.311 0.981 -1.617
H -6.106 -0.665 -1.425
H -5.684 -2.898 -0.460
H -3.422 -3.493 0.354
H -2.118 -3.021 2.552
H -1.087 -5.100 3.415
H 0.824 -6.117 2.228
H 1.766 -5.088 0.222
H 0.049 -3.771 -2.553
H 0.346 -2.058 -2.864
H -1.077 -2.567 -1.912
H 2.087 -4.142 -1.781
H 2.891 -3.187 -0.536
H 2.541 -2.475 -2.128
Se 2.592 -1.610 1.510
Se 2.583 -0.116 3.300
C 0.693 -0.238 3.536
C 0.259 -0.027 4.833
C -1.096 0.126 5.092
C -1.987 0.034 4.030
C -1.498 -0.241 2.776
N -0.172 -0.376 2.493
C 3.319 -0.607 0.029
C 4.669 -0.447 -0.175
C 5.072 0.097 -1.396
C 4.112 0.402 -2.345
C 2.773 0.203 -2.045
N 2.367 -0.272 -0.856
H 0.982 0.024 5.638
H -1.445 0.305 6.102
H -3.054 0.144 4.174
H -2.188 -0.363 1.952
H 5.391 -0.752 0.571
H 6.124 0.252 -1.602
H 4.381 0.803 -3.313
H 2.016 0.442 -2.780
O -0.935 4.764 -2.290
C 0.114 5.702 -2.141
N 1.394 5.114 -2.519
C 1.809 3.940 -2.017
O 2.532 3.141 -2.590
C 1.341 3.535 -0.631
C 1.281 4.308 0.517
C 0.889 3.687 1.699
C 0.605 2.341 1.711
N 0.720 1.552 0.610
C 1.066 2.188 -0.520
H -1.432 4.956 -3.094
H 0.130 6.010 -1.099
H -0.031 6.590 -2.751
H 1.748 5.313 -3.447
H 1.533 5.361 0.508
H 0.804 4.250 2.618
H 0.271 1.886 2.626
H 1.137 1.612 -1.421

Results
LUMO energy ... -13.07 eV
F_max ... 0.608 eV Å⁻¹
Relative energy (zero: lowest compared OMol25 entry of this formula, charge and spin) ... 0.146 eV
Total charge ... +4
E_HOMO ... -19.27 eV
Electronic energy ... -6671.405685 Ha

Löwdin atomic charge list, values in e, 8 entries: number 1, Ta, carries 1.85; number 2, C, carries -0.01; number 3, N, carries -0.21; number 4, C, carries -0.02; number 5, C, carries -0.22; number 6, C, carries 0.02; number 7, C, carries 0.00; number 8, C, carries 0.00

=====

A single C5H10O2 molecule, computed with ωB97M-V/def2-TZVPD.

Cartesian coordinates (Å):
C -1.202 1.632 -0.918
O 0.052 1.002 -0.790
C 0.445 0.715 0.520
C -0.430 -0.097 1.431
C 0.782 -0.722 0.790
C 0.585 -1.685 -0.356
O 1.646 -1.612 -1.281
H -1.250 2.574 -0.355
H -2.019 0.980 -0.581
H -1.337 1.839 -1.982
H 1.055 1.496 0.978
H -0.401 0.125 2.495
H -1.405 -0.415 1.071
H 1.649 -0.924 1.415
H 0.564 -2.720 0.008
H -0.385 -1.487 -0.839
H 1.651 -0.700 -1.606

Results
LUMO energy ... 0.99 eV
F_max ... 0.477 eV Å⁻¹
Relative energy (zero: lowest compared OMol25 entry of this formula, charge and spin) ... 2.534 eV
E_HOMO ... -9.96 eV
Electronic energy ... -346.932303 Ha
SMILES ... CO[C@H]1C[C@H]1CO

Löwdin atomic charge list, values in e, 8 entries: number 1, C, carries -0.09; number 2, O, carries -0.16; number 3, C, carries -0.30; number 4, C, carries -0.05; number 5, C, carries -0.21; number 6, C, carries -0.24; number 7, O, carries -0.05; number 8, H, carries 0.09

=====

A 2-piece molecular cluster, C5H13NOS overall at a distorted geometry, computed with ωB97M-V/def2-TZVPD.

Cartesian coordinates (Å):
C -1.745 -1.027 0.888
C -0.947 1.376 0.895
C -1.951 0.390 -1.234
C 3.392 -0.831 0.162
C -1.455 0.220 0.145
N 0.978 -0.723 -0.779
O 2.336 1.455 -0.775
S 1.907 0.305 0.041
H -1.109 -1.108 1.767
H -2.787 -1.024 1.227
H -1.602 -1.906 0.263
H -1.044 2.304 0.336
H 0.129 1.237 1.117
H -1.441 1.465 1.865
H -1.373 1.142 -1.767
H -1.935 -0.548 -1.782
H -2.988 0.742 -1.207
H 3.834 -0.875 -0.828
H 3.019 -1.799 0.470
H 4.091 -0.418 0.881
H 0.691 -0.376 -1.683

Results
LUMO energy (alpha / beta) ... -1.14 / 0.12 eV
F_max ... 1.516 eV Å⁻¹
Relative energy (zero: lowest compared OMol25 entry of this formula, charge and spin) ... 4.050 eV
E_HOMO (alpha / beta) ... -7.21 / -8.10 eV
Electronic energy ... -726.352283 Ha

Löwdin atomic charge list, values in e, 8 entries: number 1, C, carries -0.07; number 2, C, carries -0.09; number 3, C, carries -0.08; number 4, C, carries -0.22; number 5, C, carries -0.34; number 6, N, carries -0.23; number 7, O, carries -0.52; number 8, S, carries 0.70

=====

C7H28FN14O7Zn as an isolated structure at a distorted geometry, computed with ωB97M-V/def2-TZVPD.

Cartesian coordinates (Å):
Zn 0.737 -0.237 3.793
F 0.634 -0.615 0.977
C -3.972 -2.075 -0.977
O -3.762 -0.991 -1.521
N -3.143 -2.598 -0.074
N -4.946 -2.892 -1.376
H -2.332 -2.036 0.140
H -3.414 -3.367 0.523
H -4.943 -3.887 -1.203
H -5.546 -2.445 -2.054
C -3.088 2.191 3.320
O -2.051 1.634 3.564
N -3.974 1.740 2.448
N -3.402 3.330 3.823
H -3.642 0.934 1.936
H -4.732 2.353 2.186
H -4.293 3.792 3.708
H -2.669 3.797 4.338
C 0.814 -6.008 1.964
O 1.762 -6.261 2.686
N 0.616 -4.990 1.148
N -0.158 -6.775 1.879
H -0.159 -4.707 0.566
H 1.426 -4.476 0.833
H -0.814 -6.564 1.140
H -0.212 -7.694 2.294
C 1.870 4.332 3.264
O 1.858 3.076 3.166
N 1.282 5.041 2.330
N 2.304 5.014 4.333
H 0.943 4.543 1.519
H 1.145 6.022 2.530
H 2.098 5.998 4.430
H 2.545 4.458 5.140
C -0.355 -1.968 -5.021
O -0.010 -2.507 -6.023
N 0.220 -1.966 -3.889
N -1.431 -1.304 -4.922
H 1.127 -2.409 -3.874
H -0.076 -1.286 -3.203
H -1.635 -0.825 -4.056
H -2.008 -1.195 -5.744
C 0.074 3.437 -2.507
O -0.297 3.903 -3.545
N 1.138 2.592 -2.549
N -0.440 3.367 -1.360
H 1.409 2.006 -1.772
H 1.629 2.505 -3.428
H -0.376 2.462 -0.917
H -1.333 3.818 -1.506
C 5.218 -0.471 -1.265
O 4.775 -1.461 -1.795
N 6.471 -0.136 -1.413
N 4.659 0.362 -0.448
H 6.819 -0.617 -2.230
H 6.646 0.784 -1.035
H 3.731 0.150 -0.112
H 5.262 1.121 -0.162

Results
LUMO energy ... -9.43 eV
F_max ... 9.257 eV Å⁻¹
Relative energy (zero: lowest compared OMol25 entry of this formula, charge and spin) ... 14.969 eV
Total charge ... +1
E_HOMO ... -11.07 eV
Electronic energy ... -3455.630553 Ha

Löwdin atomic charge list, values in e, 8 entries: number 1, Zn, carries 1.30; number 2, F, carries -0.51; number 3, C, carries -0.74; number 4, O, carries 0.00; number 5, N, carries 0.15; number 6, N, carries 0.16; number 7, H, carries 0.10; number 8, H, carries 0.10

=====

A 3-piece molecular cluster, C11H27BO5P overall at a distorted geometry, computed with ωB97M-V/def2-TZVPD.

Cartesian coordinates (Å):
C -2.003 0.319 -1.487
C -2.820 -0.936 -1.120
C -2.360 -2.205 -1.791
O -0.906 -2.406 -1.766
P -0.151 -2.324 -0.401
B -0.965 -3.242 1.152
O -2.183 -3.807 1.104
O -0.143 -3.256 2.227
H -2.673 1.150 -1.664
H -1.354 0.163 -2.341
H -1.407 0.639 -0.637
H -2.867 -1.038 -0.034
H -3.850 -0.796 -1.438
H -2.849 -3.086 -1.388
H -2.614 -2.160 -2.844
H 1.096 -2.883 -0.639
H 0.117 -0.989 -0.101
H -2.789 -3.419 1.744
H 0.213 -2.362 2.349
C 4.212 -3.406 1.618
C 4.822 -2.026 1.880
C 3.835 -1.100 1.179
O 2.549 -1.748 1.277
C 2.729 -3.097 1.728
H 4.533 -4.173 2.318
H 4.459 -3.740 0.608
H 4.838 -1.821 2.952
H 5.835 -1.917 1.498
H 4.084 -0.978 0.122
H 3.769 -0.114 1.636
H 2.381 -3.170 2.760
H 2.113 -3.747 1.108
C -2.253 5.649 -1.083
C -0.845 5.634 -0.489
C -0.674 4.162 -0.140
O -1.439 3.427 -1.103
C -2.283 4.326 -1.835
H -2.447 6.502 -1.729
H -2.998 5.649 -0.285
H -0.116 5.930 -1.244
H -0.726 6.286 0.373
H -1.066 3.945 0.860
H 0.364 3.831 -0.185
H -1.883 4.436 -2.848
H -3.284 3.897 -1.904

Results
LUMO energy ... -3.55 eV
F_max ... 1.255 eV Å⁻¹
Total charge ... +1
E_HOMO ... -11.69 eV
Electronic energy ... -1177.531317 Ha

Löwdin atomic charge list, values in e, 8 entries: number 1, C, carries -0.09; number 2, C, carries -0.23; number 3, C, carries -0.20; number 4, O, carries -0.32; number 5, P, carries 1.10; number 6, B, carries -0.70; number 7, O, carries 0.19; number 8, O, carries 0.16

=====

A single C6H10 molecule at a distorted geometry, computed with ωB97M-V/def2-TZVPD.

Cartesian coordinates (Å):
C 1.982 0.409 0.173
C 0.725 -0.381 0.535
C -0.424 -0.316 -0.520
C -1.601 -1.191 -0.100
C -0.949 1.006 -0.858
C -1.103 2.076 -0.327
H 2.365 0.104 -0.808
H 1.772 1.482 0.129
H 2.783 0.250 0.905
H 0.986 -1.452 0.597
H 0.379 -0.104 1.544
H -0.003 -0.629 -1.457
H -2.017 -0.892 0.873
H -2.403 -1.117 -0.838
H -1.271 -2.226 -0.031
H -1.223 2.982 0.182

Results
LUMO energy ... 1.12 eV
F_max ... 2.551 eV Å⁻¹
Relative energy (zero: lowest compared OMol25 entry of this formula, charge and spin) ... 2.175 eV
E_HOMO ... -9.89 eV
Electronic energy ... -234.522584 Ha
SMILES ... C#C[C@H](C)CC

Löwdin atomic charge list, values in e, 8 entries: number 1, C, carries -0.11; number 2, C, carries -0.23; number 3, C, carries -0.43; number 4, C, carries -0.08; number 5, C, carries -0.11; number 6, C, carries 0.13; number 7, H, carries 0.08; number 8, H, carries 0.06

=====

Which of these has the highest electronic energy?
C6H10

=====

Look up the electronic energy of the sixth one.
-234.522584 Ha